Below is a molecular structure, C20H24AgN3O6S5, with properties calculated with wB97M-V/def2-TZVPD.

Results
- Net charge: -2
- HOMO-LUMO gap: 6.125 eV
- E_LUMO: 4.2 eV
- 2S+1: 1

Last column: natural (NBO) charge in e.
Atoms and positions in Å:
Ag1 0.06790 -0.51131 0.73264  0.843
C1 -1.13360 6.94888 -2.14983  -0.620
C2 -0.95419 5.45008 -2.09234  -0.043
C3 -1.88164 4.64017 -1.45187  -0.232
C4 -1.70375 3.25988 -1.38252  -0.131
C5 -0.59035 2.67835 -1.95333  -0.315
C6 0.34306 3.47593 -2.61715  -0.166
C7 0.15694 4.84688 -2.68722  -0.236
S1 -0.29831 0.91033 -1.82645  2.312
O1 1.01276 0.88763 -1.15699  -1.027
O2 -0.27487 0.47171 -3.22035  -1.016
N1 -1.42591 0.34094 -0.92944  -1.072
C8 -2.41993 -0.56371 -1.52964  -0.350
C9 -2.30205 -2.06077 -1.12878  0.772
O3 -3.19079 -2.80619 -1.58591  -0.770
O4 -1.31727 -2.39681 -0.40570  -0.848
H1 -1.93414 7.27177 -1.48316  0.207
H2 -1.38259 7.27918 -3.16226  0.202
H3 -0.21765 7.46271 -1.85203  0.207
H4 -2.75703 5.09206 -0.99481  0.193
H5 -2.41847 2.62086 -0.87717  0.233
H6 1.21079 3.00123 -3.06531  0.223
H7 0.88241 5.46554 -3.20977  0.190
H8 -2.38028 -0.53984 -2.61928  0.210
H9 -3.41910 -0.24435 -1.23026  0.183
N2 2.07286 0.11916 3.78893  -0.816
C10 1.93288 -1.18977 3.50991  0.333
N3 1.12410 -1.69691 2.64093  -0.550
C11 1.29895 -3.08130 2.53800  0.126
C12 0.56448 -3.92986 1.71050  -0.139
C13 0.86358 -5.28237 1.70608  -0.245
C14 1.87148 -5.81167 2.51551  -0.245
C15 2.58598 -4.98354 3.36877  -0.242
C16 2.28150 -3.62810 3.37317  -0.220
S2 3.01116 -2.35662 4.31355  0.251
H10 1.40682 0.75771 3.34100  0.438
H11 2.38497 0.38154 4.70502  0.391
H12 -0.20712 -3.51747 1.06241  0.275
H13 0.30724 -5.93731 1.04580  0.204
H14 2.10470 -6.86986 2.47865  0.192
H15 3.36703 -5.37843 4.00772  0.198
C17 0.96501 -3.67403 -2.25594  -0.835
S3 1.15567 -1.98476 -1.66577  1.332
C18 2.49123 -1.56784 -2.81128  -0.832
O5 1.86033 -2.11691 -0.34174  -1.025
H16 1.91466 -4.19827 -2.12674  0.207
H17 0.65406 -3.64444 -3.30571  0.215
H18 0.17185 -4.11452 -1.64782  0.265
H19 2.08480 -1.49377 -3.82471  0.221
H20 3.27382 -2.32560 -2.72955  0.201
H21 2.84901 -0.59021 -2.48465  0.252
C19 -2.89911 1.93609 1.96066  -0.270
O6 -2.38498 1.81072 3.29136  -0.535
C20 -1.04965 1.80624 3.50240  0.045
S4 -0.61058 1.69155 5.12638  -0.357
S5 0.01829 1.96502 2.17674  -0.366
H22 -3.97261 1.77939 2.05608  0.173
H23 -2.46630 1.21118 1.28083  0.230
H24 -2.69802 2.93383 1.57246  0.178

=====

Below is a single C5H7NO molecule at a distorted geometry, with properties calculated with wB97M-V/def2-TZVPD.

Results
- Energy above the lowest of the compared OMol25 structures with the same formula, charge and spin: 6.3801 eV
- HOMO-LUMO gap (alpha / beta): 8.538 / 6.878 eV
- E_LUMO (alpha / beta): 0.3 / -0.6 eV
- 2S+1: 1

Last column: natural (NBO) charge in e.
Atoms and positions in Å:
C1 -1.98193 -0.08552 -0.03504  -0.608
C2 -0.51362 -0.11308 0.25810  -0.050
N1 0.04533 -1.10048 1.23950  -0.544
C3 0.18493 0.23667 1.52741  -0.007
C4 1.81801 0.41186 -0.74479  -0.358
C5 0.41905 0.10944 -0.79946  0.395
O1 0.35134 0.56979 -1.97483  -0.490
H1 -2.26579 0.89566 -0.42964  0.230
H2 -2.54904 -0.29324 0.87243  0.234
H3 -2.21636 -0.84014 -0.79079  0.224
H4 0.86323 -1.64329 0.93643  0.370
H5 1.14626 0.74747 1.69472  0.203
H6 2.58023 -0.34168 -0.89041  0.196
H7 2.11837 1.44654 -0.86363  0.204

=====

Below is 12 unconnected molecules or ions with the total composition C37H80O34S3 at a distorted geometry, with properties calculated with wB97M-V/def2-TZVPD.

Results
- Energy above the lowest of the compared OMol25 structures with the same formula, charge and spin: 3.7390 eV
- HOMO-LUMO gap: 10.123 eV
- SMILES: CCOS(C)(=O)=O.CCOS(C)(=O)=O.CCOS(C)(=O)=O.COC(=O)OC.COC(=O)OC.COC(=O)OC.COC(=O)OC.COC(=O)OC.COC(=O)OC.COC(=O)OC.COC(=O)OC.C1CCOC1
- E_LUMO: 0.3 eV
- 2S+1: 1

Last column: Löwdin charge in e.
Atoms and positions in Å:
C1 -1.89923 3.53602 -1.89674  -0.043
C2 -1.05832 4.30123 -2.91062  -0.332
O1 -1.42422 5.59369 -3.02265  -0.230
S1 -1.59563 6.32134 -4.50465  0.637
C3 -3.35659 6.69155 -4.54174  -0.105
O2 -0.97095 7.64491 -4.38317  -0.299
O3 -1.32363 5.38616 -5.50442  -0.260
H1 -1.50299 2.55137 -1.64863  0.055
H2 -2.96829 3.43545 -2.08408  0.075
H3 -1.91304 3.96189 -0.89348  0.065
H4 0.00652 4.25385 -2.68267  0.120
H5 -1.13303 3.71805 -3.82846  0.106
H6 -3.48709 7.22067 -3.59776  0.064
H7 -3.88852 5.74015 -4.54269  0.071
H8 -3.50867 7.29890 -5.43398  0.075
C4 5.35836 0.00682 -0.96602  -0.051
C5 4.36593 0.45817 0.13867  -0.264
O4 4.30075 1.87208 0.47298  -0.271
S2 2.84230 2.45787 1.07292  0.706
C6 2.20239 2.96784 -0.59445  -0.070
O5 2.11574 1.29273 1.69043  -0.323
O6 3.01796 3.67053 1.81959  -0.272
H9 6.33252 -0.04674 -0.47996  0.071
H10 5.46967 0.72996 -1.77397  0.078
H11 5.20941 -0.98182 -1.40020  0.062
H12 3.36714 0.17602 -0.19439  0.089
H13 4.54736 -0.20309 0.98597  0.106
H14 2.66249 2.30938 -1.33121  0.051
H15 2.57270 3.98645 -0.71024  0.076
H16 1.12428 2.96481 -0.43387  0.051
C7 0.95361 1.31271 -3.79896  -0.040
C8 1.51453 -0.08197 -3.79621  -0.334
O7 2.48905 -0.26065 -4.76722  -0.241
S3 3.49228 -1.58134 -4.66429  0.687
C9 2.48003 -2.85421 -5.49129  -0.099
O8 4.60589 -1.27219 -5.54784  -0.289
O9 3.76195 -1.96047 -3.26893  -0.303
H17 1.62945 1.92450 -3.20142  0.061
H18 -0.03056 1.26416 -3.33296  0.076
H19 0.87873 1.70003 -4.81506  0.092
H20 1.89537 -0.26151 -2.79082  0.109
H21 0.71967 -0.77822 -4.06366  0.090
H22 1.66195 -3.14018 -4.83017  0.046
H23 3.11764 -3.69395 -5.76767  0.080
H24 2.01091 -2.56195 -6.43076  0.069
C10 2.54958 -5.85727 -2.40333  -0.023
O10 1.27689 -5.25991 -2.64435  -0.024
C11 0.50442 -5.47328 -3.73553  -0.572
O11 0.65173 -6.37080 -4.56491  0.111
O12 -0.37454 -4.46414 -3.74256  -0.017
C12 -1.17586 -4.45958 -4.94991  -0.017
H25 3.40095 -5.22918 -2.14108  0.099
H26 2.79616 -6.57152 -3.18891  0.096
H27 2.35871 -6.50566 -1.54819  0.073
H28 -1.83892 -5.32382 -4.98932  0.105
H29 -0.62148 -4.41363 -5.88727  0.103
H30 -1.85057 -3.62276 -4.76932  0.077
C13 -1.41242 0.72280 8.28985  -0.005
O13 -0.73110 -0.47748 7.80965  0.028
C14 -0.92900 -0.78052 6.55845  -0.677
O14 -1.75537 -0.31554 5.84463  0.148
O15 -0.14220 -1.78316 6.27030  0.022
C15 0.05521 -2.28501 5.01013  -0.047
H31 -2.49507 0.59646 8.29007  0.093
H32 -1.27224 1.52416 7.56442  0.078
H33 -1.14545 0.99819 9.31013  0.096
H34 0.95393 -2.90146 4.99106  0.093
H35 0.24504 -1.48718 4.29212  0.075
H36 -0.79221 -2.91147 4.73171  0.114
C16 -0.95944 8.54651 -0.88930  -0.004
O16 -0.50278 7.17887 -0.56002  -0.050
C17 -1.04437 6.46447 0.48935  -0.466
O17 -2.09497 6.78336 1.11463  0.062
O18 -0.23735 5.35857 0.78295  -0.049
C18 -0.64276 4.51174 1.88254  -0.038
H37 -2.01393 8.54809 -1.16523  0.088
H38 -0.34736 8.92633 -1.70735  0.090
H39 -0.84625 9.15110 0.01057  0.091
H40 -1.69946 4.38721 2.11911  0.101
H41 -0.33617 5.04063 2.78497  0.093
H42 -0.02634 3.61312 1.85813  0.063
C19 -0.20978 -1.79331 -1.31503  -0.056
O19 -0.54705 -1.58115 0.01559  0.010
C20 -0.56904 -0.32846 0.45504  -0.598
O20 -0.52288 0.68103 -0.21762  0.103
O21 -0.71408 -0.41407 1.75537  -0.002
C21 -0.79850 0.69419 2.57135  -0.039
H43 -0.24299 -0.89582 -1.93270  0.067
H44 -0.71981 -2.63900 -1.77631  0.075
H45 0.78002 -2.23475 -1.19864  0.104
H46 -0.41034 0.21196 3.46850  0.079
H47 -1.86394 0.91040 2.65008  0.104
H48 -0.24795 1.59124 2.28798  0.062
C22 -0.52292 5.06970 7.58150  -0.010
O22 0.68241 4.40461 7.11501  -0.010
C23 0.66050 3.56191 6.07396  -0.560
O23 -0.26593 3.32082 5.30280  0.091
O24 1.92943 3.21109 5.76814  -0.011
C24 2.23934 2.33108 4.69930  -0.042
H49 -0.31594 5.70620 8.44181  0.094
H50 -1.16775 4.22422 7.82121  0.085
H51 -1.00696 5.69594 6.83209  0.095
H52 3.30418 2.29572 4.46915  0.099
H53 1.70763 2.54908 3.77310  0.052
H54 1.96024 1.35633 5.09939  0.098
C25 -4.49815 -0.93394 -3.40014  -0.038
O25 -3.87183 -1.33794 -4.61534  0.012
C26 -2.53708 -1.32284 -4.74992  -0.559
O26 -1.75069 -1.22756 -3.79595  0.091
O27 -2.27999 -1.46801 -6.04974  0.012
C27 -0.93648 -1.37844 -6.47589  -0.039
H55 -4.56952 0.10957 -3.09337  0.088
H56 -4.04774 -1.40098 -2.52430  0.075
H57 -5.54733 -1.20600 -3.51545  0.104
H58 -0.53293 -0.37688 -6.32716  0.100
H59 -0.94054 -1.47994 -7.56114  0.108
H60 -0.26096 -2.07652 -5.98147  0.060
C28 -1.81201 -5.28634 -0.35567  -0.046
O28 -0.82916 -6.27535 -0.15946  -0.022
C29 0.07378 -6.02216 0.84386  -0.477
O29 -0.04820 -5.23605 1.78826  0.105
O30 1.20875 -6.76728 0.54010  -0.048
C30 2.36264 -6.64884 1.36337  -0.044
H61 -2.38404 -5.59848 -1.22943  0.099
H62 -1.28521 -4.33611 -0.44310  0.082
H63 -2.55133 -5.26571 0.44501  0.098
H64 2.77355 -7.65278 1.46994  0.098
H65 2.17993 -6.14970 2.31499  0.092
H66 3.08583 -6.07536 0.78355  0.086
C31 2.38522 -2.59956 2.11997  -0.007
O31 2.88170 -3.14581 3.32344  0.006
C32 3.95885 -3.86951 3.38412  -0.654
O32 4.77963 -3.98920 2.48854  0.106
O33 4.04325 -4.44104 4.55577  0.011
C33 5.22884 -5.10916 4.93298  -0.039
H67 1.35537 -2.29482 2.30610  0.088
H68 2.38763 -3.33413 1.31469  0.095
H69 3.03401 -1.77953 1.81220  0.086
H70 5.14906 -5.25435 6.01032  0.097
H71 6.18218 -4.58073 4.93530  0.098
H72 5.24289 -5.97367 4.26926  0.102
C34 -5.04657 -0.65269 1.39776  -0.155
C35 -5.08705 0.86120 1.41932  -0.146
C36 -4.62557 1.19926 0.00304  -0.191
O34 -5.28694 0.22343 -0.78882  -0.161
C37 -5.29162 -0.98788 -0.06368  -0.224
H73 -5.61297 -1.15372 2.18278  0.115
H74 -4.08713 -1.12473 1.60930  0.106
H75 -4.45461 1.32504 2.17627  0.107
H76 -6.05523 1.36096 1.45061  0.117
H77 -3.55139 1.02495 -0.05896  0.111
H78 -4.90998 2.08264 -0.56868  0.128
H79 -4.64218 -1.76150 -0.47334  0.103
H80 -6.26743 -1.47003 -0.12232  0.117